A structure of composition C33H45N4S2ScSi, computed with ωB97M-V/def2-TZVPD.

Computed properties:
HOMO level   -13.49 eV
Energy above the lowest of the compared OMol25 structures with the same formula, charge and spin   0.000 eV
E_LUMO   -5.8 eV
Gap between HOMO and LUMO   0.2811 hartree
E_tot   -3349.84691 hartree
Total charge   +2

CARTESIAN COORDINATES (ANGSTROEM)
Sc -0.3989 0.8174 0.3796
C -0.7949 3.7685 -1.4462
C -1.4971 2.9361 -0.4021
C -2.5338 2.0712 -0.8078
C -2.9396 2.0595 -2.2582
C -3.2170 1.2946 0.1490
C -4.2788 0.3178 -0.2854
C -2.9746 1.5029 1.5247
C -3.8207 0.7735 2.5365
C -2.0248 2.4597 1.9370
C -1.8957 2.8769 3.3825
C -1.2383 3.1275 0.9755
C -0.2285 4.1561 1.4183
H 0.1699 4.1300 -1.1125
H -1.4110 4.6393 -1.6887
H -0.6351 3.2081 -2.3634
H -2.3000 1.4024 -2.8512
H -2.8685 3.0615 -2.6753
H -3.9660 1.7304 -2.3830
H -5.2751 0.7373 -0.1171
H -4.2241 -0.6156 0.2745
H -4.1860 0.0634 -1.3356
H -4.0819 -0.2301 2.2093
H -4.7641 1.3073 2.6827
H -3.3413 0.6902 3.5086
H -0.9347 2.5885 3.8156
H -2.6831 2.4681 4.0053
H -1.9629 3.9628 3.4522
H -0.6802 5.1520 1.3866
H 0.6463 4.1732 0.7733
H 0.1176 3.9799 2.4330
C 6.1313 -0.6992 0.2229
Si 5.1656 0.7975 -0.3256
C 6.0865 2.3906 -0.0589
C 4.7087 0.6001 -2.1217
C 3.6769 0.8715 0.8897
C 3.9873 0.7211 2.2414
C 3.0161 0.7431 3.2402
C 1.7123 0.9028 2.8600
N 1.3677 1.0709 1.5726
C 2.3201 1.0706 0.6081
S 1.6176 1.3464 -0.9871
H 6.9776 -0.8604 -0.4509
H 5.5156 -1.6019 0.2038
H 6.5398 -0.5902 1.2308
H 7.0144 2.3997 -0.6378
H 6.3493 2.5402 0.9914
H 5.4848 3.2436 -0.3833
H 5.6389 0.5082 -2.6913
H 4.1637 1.4618 -2.5085
H 4.1169 -0.3012 -2.3009
H 5.0232 0.5752 2.5323
H 3.2721 0.6286 4.2842
H 0.9079 0.9058 3.5868
N -0.9663 -0.7960 1.9126
C 0.0552 -1.8276 2.1739
C 1.0602 -2.0725 1.2505
C 2.0281 -3.0265 1.5269
C 1.9925 -3.7317 2.7215
C 0.9865 -3.4795 3.6440
C 0.0151 -2.5277 3.3692
H -1.2906 -0.4721 2.8187
H -1.7735 -1.2601 1.4935
H 1.0976 -1.5360 0.3113
H 2.8140 -3.2166 0.8062
H 2.7474 -4.4778 2.9329
H 0.9537 -4.0251 4.5778
H -0.7709 -2.3293 4.0925
N 0.8752 -1.3940 -2.7386
C -0.4180 -1.6804 -2.5849
S -1.3146 -0.9777 -1.2993
N -0.9544 -2.5259 -3.4573
C -2.2539 -3.1147 -3.6134
C -2.2825 -4.2641 -4.3980
C -3.4792 -4.9134 -4.6413
C -4.6587 -4.4217 -4.1012
C -4.6261 -3.2715 -3.3285
C -3.4303 -2.6083 -3.0816
H 1.3282 -0.7446 -2.1054
H 1.4199 -1.7837 -3.4912
H -0.3020 -2.8919 -4.1360
H -1.3628 -4.6560 -4.8217
H -3.4887 -5.8052 -5.2540
H -5.5965 -4.9286 -4.2867
H -5.5429 -2.8719 -2.9158
H -3.4328 -1.7035 -2.4931

---

A structure of composition C33H45N7O2PPdS2 in a non-equilibrium geometry, computed with ωB97M-V/def2-TZVPD.

Computed properties:
HOMO level (alpha / beta)   -15.85 / -15.85 eV
E_LUMO (alpha / beta)   -8.6 / -11.0 eV
Gap between HOMO and LUMO (alpha / beta)   0.2683 / 0.1772 hartree
<S²>   6.034
Spin multiplicity   5
E_tot   -3082.93307 hartree
Total charge   +3

CARTESIAN COORDINATES (ANGSTROEM)
Pd -0.3051 0.5837 -0.3037
N 0.5240 4.3327 -2.6160
C 0.1202 3.3322 -1.8688
S 0.5632 1.7283 -2.2954
N -0.6913 3.6996 -0.8289
N -0.9908 2.7616 0.0088
C -1.9194 3.0361 0.9385
C -2.5828 4.3002 1.0818
C -3.9709 4.3196 1.3422
C -4.6373 5.5191 1.4530
C -3.9339 6.7177 1.3466
C -2.5599 6.7148 1.1113
C -1.8876 5.5224 0.9638
C -2.2212 1.9020 1.8334
C -2.8561 2.0786 3.0535
C -3.0519 0.9783 3.8818
C -2.6127 -0.2616 3.4650
C -1.9889 -0.3627 2.2243
N -1.7850 0.6864 1.4403
H 1.0835 4.1697 -3.4402
H 0.2127 5.2745 -2.4166
H -4.5291 3.3931 1.3890
H -5.7058 5.5287 1.6193
H -4.4585 7.6587 1.4524
H -2.0170 7.6486 1.0570
H -0.8157 5.5207 0.8244
H -3.1726 3.0632 3.3660
H -3.5389 1.0996 4.8405
H -2.7352 -1.1393 4.0853
H -1.6721 -1.3205 1.8315
O 1.4033 0.4214 1.0417
P 2.5814 -0.5187 1.1305
N 2.5847 -1.4675 2.4370
C 3.5326 -1.2997 3.5738
C 2.7006 -0.6178 4.6756
C 1.2207 -0.8645 4.2881
C 1.2913 -1.8019 3.0774
N 4.0364 0.1507 0.9582
C 4.9295 -0.0185 -0.2157
C 4.7919 1.2948 -1.0091
C 4.2104 2.3180 -0.0024
C 4.1839 1.5799 1.3411
N 2.4323 -1.6501 -0.2011
C 1.9126 -1.2183 -1.4431
C 1.6740 -2.4639 -2.2968
C 2.3920 -3.5826 -1.5225
C 2.3458 -3.1026 -0.0731
H 4.4143 -0.7450 3.2714
H 3.8479 -2.2939 3.8876
H 2.9150 0.4494 4.7127
H 2.9407 -1.0339 5.6510
H 0.7430 0.0715 3.9941
H 0.6447 -1.3023 5.1010
H 0.4648 -1.6805 2.3782
H 1.3316 -2.8462 3.3926
H 4.6900 -0.9172 -0.7823
H 5.9456 -0.1349 0.1587
H 4.1272 1.1739 -1.8663
H 5.7607 1.6071 -1.3933
H 3.1941 2.5983 -0.2842
H 4.8108 3.2230 0.0570
H 3.3822 1.8986 2.0044
H 5.1337 1.6873 1.8654
H 2.5525 -0.4484 -1.8946
H 0.9582 -0.6391 -1.1949
H 2.0639 -2.3367 -3.3037
H 0.6055 -2.6688 -2.3752
H 3.4280 -3.6768 -1.8479
H 1.9112 -4.5503 -1.6380
H 3.1431 -3.4724 0.5705
H 1.3875 -3.3484 0.4072
C -2.6682 -6.0414 -5.2516
C -2.5330 -4.7753 -4.4534
C -2.3566 -4.8113 -3.0688
C -2.2253 -3.6467 -2.3295
C -2.2816 -2.4308 -2.9972
C -2.4354 -2.3573 -4.3758
C -2.5678 -3.5349 -5.0909
S -2.1401 -0.9277 -2.0813
C -3.8255 -0.7695 -1.5131
O -1.3476 -1.3119 -0.7977
H -2.8050 -6.9109 -4.6125
H -1.7763 -6.2038 -5.8596
H -3.5083 -5.9764 -5.9424
H -2.3309 -5.7694 -2.5642
H -2.0868 -3.6817 -1.2558
H -2.4624 -1.3994 -4.8836
H -2.6959 -3.4944 -6.1659
H -4.0828 -1.6770 -0.9676
H -4.4639 -0.6483 -2.3883
H -3.8904 0.1090 -0.8715

---

A structure of composition C33H46B2F6N7O6RuS5, computed with ωB97M-V/def2-TZVPD.

Computed properties:
HOMO level (alpha / beta)   -10.49 / -10.54 eV
Energy above the lowest of the compared OMol25 structures with the same formula, charge and spin   1.584 eV
E_LUMO (alpha / beta)   -2.7 / -4.6 eV
Gap between HOMO and LUMO (alpha / beta)   0.2850 / 0.2185 hartree
<S²>   6.032
Spin multiplicity   5
E_tot   -4854.54606 hartree
Total charge   +1

CARTESIAN COORDINATES (ANGSTROEM)
Ru 0.0552 0.1334 0.5945
C 3.3768 0.6376 -5.1006
C 3.3633 0.9544 -3.6036
C 2.5044 2.1896 -3.3796
C 4.7760 1.2231 -3.0851
N 2.8461 -0.2890 -2.9096
C 3.5670 -1.4594 -3.0379
C 2.8063 -2.4646 -2.5689
N 1.6105 -1.9301 -2.1491
B 0.4522 -2.9021 -1.7765
N 0.4705 -3.4100 -0.3097
C -0.1747 -4.5920 -0.0205
C -0.1062 -4.7851 1.3095
N 0.5910 -3.7219 1.8541
C 0.9147 -2.8901 0.8460
S 1.7885 -1.3799 0.9312
C 0.8877 -3.7099 3.3390
C 1.6571 -2.4751 3.7834
C -0.4579 -3.7475 4.0638
C 1.7239 -4.9538 3.6358
N -0.9239 -2.3239 -2.2069
C -1.2830 -2.3464 -3.5370
C -2.4294 -1.6538 -3.6668
N -2.7978 -1.2102 -2.4076
C -1.8511 -1.6172 -1.5387
S -1.7853 -1.3421 0.1672
C -3.9785 -0.2853 -2.2113
C -5.0622 -0.7011 -3.2058
C -3.4834 1.1299 -2.4973
C -4.5664 -0.3669 -0.8047
C 1.6574 -0.5964 -2.3355
S 0.3980 0.5047 -1.8588
H 3.7327 1.5129 -5.6440
H 2.3721 0.4025 -5.4551
H 4.0371 -0.1952 -5.3408
H 3.0011 3.0087 -3.9003
H 2.4142 2.4668 -2.3341
H 1.5063 2.0823 -3.8005
H 5.1461 2.1414 -3.5415
H 5.4759 0.4289 -3.3437
H 4.7763 1.3579 -2.0052
H 4.5464 -1.4811 -3.4759
H 2.9980 -3.5218 -2.5198
H 0.6244 -3.8751 -2.4593
H -0.6159 -5.1951 -0.7944
H -0.4746 -5.5913 1.9144
H 1.1045 -1.5557 3.6079
H 2.6420 -2.4106 3.3226
H 1.8041 -2.5760 4.8594
H -1.0483 -2.8696 3.8071
H -0.2787 -3.7444 5.1388
H -1.0319 -4.6436 3.8293
H 2.6570 -4.9383 3.0709
H 1.1941 -5.8789 3.4102
H 1.9692 -4.9663 4.6975
H -0.6946 -2.8705 -4.2697
H -3.0227 -1.4609 -4.5390
H -4.7923 -0.4970 -4.2410
H -5.9569 -0.1176 -2.9948
H -5.3143 -1.7571 -3.1011
H -3.0760 1.2079 -3.5070
H -2.7179 1.4216 -1.7785
H -4.3154 1.8295 -2.4081
H -4.7800 -1.3951 -0.5091
H -5.5100 0.1793 -0.8249
H -3.9341 0.0989 -0.0554
C 7.1241 5.1590 1.5409
C 6.9124 4.2868 0.2955
C 7.8263 3.0662 0.4053
C 7.3143 5.0786 -0.9561
C 5.4371 3.8943 0.1957
C 4.4690 4.9012 0.0835
C 3.1070 4.6395 -0.0098
C 2.7408 3.3129 0.0069
O 1.4750 2.7569 -0.0862
B 1.6992 1.3962 -0.0038
O 3.0339 1.0765 0.0885
C 3.6791 2.3107 0.1098
C 5.0290 2.5592 0.2146
H 8.1744 5.4465 1.6203
H 6.8480 4.6196 2.4487
H 6.5319 6.0738 1.5005
H 8.8639 3.3947 0.4745
H 7.7463 2.4170 -0.4701
H 7.6086 2.4747 1.2971
H 8.3709 5.3484 -0.9038
H 6.7413 6.0013 -1.0526
H 7.1589 4.4879 -1.8614
H 4.7895 5.9345 0.0711
H 2.3727 5.4289 -0.0909
H 5.7337 1.7451 0.3025
F -1.6450 4.1597 3.5155
C -1.8054 4.0488 2.2092
F -3.0483 4.3590 1.8750
F -0.9568 4.8466 1.5778
S -1.4593 2.3117 1.7059
O -0.0780 2.0319 2.1249
O -1.6141 2.2425 0.2718
N -2.4968 1.4238 2.4392
S -1.9635 0.3897 3.5370
O -1.0405 -0.5682 2.9353
O -1.6091 0.9476 4.7963
C -3.5535 -0.5252 3.7762
F -4.5663 0.3132 3.9013
F -3.7709 -1.3330 2.7393
F -3.4410 -1.2577 4.8779

---

A structure of composition C33H46F12N4O4P2Re in a non-equilibrium geometry, computed with ωB97M-V/def2-TZVPD.

Computed properties:
HOMO level (alpha / beta)   -11.84 / -12.00 eV
E_LUMO (alpha / beta)   -5.0 / -6.2 eV
Gap between HOMO and LUMO (alpha / beta)   0.2518 / 0.2126 hartree
<S²>   3.777
Spin multiplicity   4
E_tot   -3764.10930 hartree
Total charge   +2

CARTESIAN COORDINATES (ANGSTROEM)
Re 0.7959 -0.5232 -0.2360
C -5.1553 2.6797 2.0841
C -4.0263 2.0080 1.3738
C -4.1671 1.5799 0.0562
C -3.1687 0.8240 -0.5354
C -2.0141 0.4439 0.1634
N -1.2047 -0.5581 -0.4003
C -1.9196 -1.6900 -0.7743
C -3.2206 -1.9107 -0.2556
C -4.0647 -2.8754 -0.7452
C -3.6608 -3.7065 -1.7868
C -4.5846 -4.6959 -2.4023
C -2.3201 -3.6431 -2.1624
C -1.4426 -2.6974 -1.6578
C 0.0500 -2.8952 -1.9113
O 0.8228 -1.7748 -1.8228
C 0.3789 -3.5207 -3.2981
F 0.1434 -4.8285 -3.3918
F 1.6737 -3.3437 -3.5738
F -0.3144 -2.9137 -4.2687
C 0.5268 -3.8742 -0.7896
F 0.4549 -3.1949 0.3899
F 1.8069 -4.2264 -0.9188
F -0.2040 -4.9695 -0.6601
C -1.7903 1.0419 1.4171
C -2.8032 1.7932 1.9973
C -0.4749 0.8187 2.1629
O 0.6265 0.6294 1.3806
C -0.0958 1.9972 3.1060
F 1.1768 1.8857 3.4823
F -0.8279 2.1015 4.2134
F -0.1811 3.1945 2.4760
C -0.6300 -0.4620 3.0414
F -1.6522 -0.4074 3.8904
F 0.4795 -0.7385 3.7241
F -0.8474 -1.5087 2.2206
H -6.1106 2.3419 1.6874
H -5.0926 3.7616 1.9640
H -5.1257 2.4566 3.1470
H -5.1192 1.7135 -0.4489
H -3.3092 0.4277 -1.5324
H -3.5574 -1.3113 0.5744
H -5.0525 -2.9923 -0.3233
H -5.6202 -4.4193 -2.2240
H -4.4184 -5.6808 -1.9627
H -4.4098 -4.7834 -3.4726
H -1.9721 -4.3864 -2.8612
H -2.6872 2.1930 2.9904
N -3.5027 4.0886 -1.8309
C -2.0828 3.9469 -2.2163
P -1.1626 3.9331 -0.5561
O -2.2066 4.4013 0.4168
O -0.3579 2.7122 -0.3845
C -0.0171 5.4476 -0.5645
N -0.0889 5.8272 0.8637
H -3.5649 4.8774 -1.1687
H -3.7700 3.2506 -1.2530
H -4.1438 4.2083 -2.6199
H -1.7796 4.7586 -2.8754
H -1.9258 2.9991 -2.7286
H -0.3966 6.2609 -1.1797
H 0.9986 5.1921 -0.8579
H 0.4791 5.1870 1.4300
H -1.0904 5.5926 1.1222
H 0.1677 6.7953 1.0701
C 1.9043 2.7530 -3.8451
C 1.0849 1.8311 -2.9446
P 2.0942 0.7548 -1.8620
C 3.4245 1.7478 -1.0767
C 2.9337 2.6290 0.0638
C 2.9983 -0.2956 -3.0595
C 4.0343 -1.2217 -2.4405
H 1.2350 3.4026 -4.4039
H 2.4918 2.1922 -4.5665
H 2.5742 3.3823 -3.2643
H 0.4852 1.1415 -3.5447
H 0.4205 2.4049 -2.3029
H 3.9128 2.3255 -1.8654
H 4.1484 1.0219 -0.7033
H 2.3187 2.0458 0.7479
H 2.3258 3.4501 -0.3095
H 3.7691 3.0484 0.6224
H 3.4769 0.3852 -3.7680
H 2.2499 -0.8911 -3.5811
H 4.8235 -0.6643 -1.9403
H 4.4864 -1.8266 -3.2208
H 3.5611 -1.8959 -1.7326
C 4.0872 -2.8269 2.9024
C 4.6115 -1.8572 1.8316
C 5.5688 -2.5836 0.8717
C 5.2967 -0.6361 2.4697
C 3.4877 -1.3691 1.0748
N 2.6319 -0.9285 0.4395
H 4.9180 -3.1580 3.5210
H 3.6398 -3.7016 2.4358
H 3.3444 -2.3515 3.5397
H 6.3870 -3.0142 1.4442
H 5.9864 -1.8983 0.1369
H 5.0555 -3.3857 0.3455
H 6.1444 -0.9642 3.0674
H 4.6007 -0.0994 3.1102
H 5.6627 0.0454 1.7033

---

A structure of composition C33H46FeN8PS2Se2 in a non-equilibrium geometry, computed with ωB97M-V/def2-TZVPD.

Computed properties:
HOMO level (alpha / beta)   -13.19 / -13.30 eV
E_LUMO (alpha / beta)   -6.6 / -7.9 eV
Gap between HOMO and LUMO (alpha / beta)   0.2427 / 0.1996 hartree
<S²>   8.801
Spin multiplicity   6
E_tot   -8926.95633 hartree
Total charge   +2

CARTESIAN COORDINATES (ANGSTROEM)
Fe 2.0404 0.0382 0.5502
C 1.4723 -2.6570 3.0459
C 1.0955 -1.2523 3.3790
N 1.2871 -0.2171 2.6072
C 0.8537 0.9595 3.1752
C 0.3332 0.8046 4.4214
S 0.3804 -0.8386 4.8875
C 0.9587 2.2076 2.4290
C 0.6150 3.4384 2.8940
S 0.7991 4.6037 1.6659
C 1.3338 3.3807 0.5765
N 1.3933 2.1936 1.1195
C 1.6032 3.7390 -0.8441
H 1.7971 -2.7190 2.0075
H 0.6332 -3.3354 3.1965
H 2.2807 -3.0033 3.6930
H -0.0794 1.5556 5.0745
H 0.2582 3.7076 3.8747
H 1.5625 4.8183 -0.9753
H 0.8603 3.2789 -1.4968
H 2.5802 3.3831 -1.1596
Se 4.8132 2.0862 -0.1381
Se 5.0600 -0.6813 -1.1439
C 3.7308 -0.0347 -2.3228
C 4.0347 0.2248 -3.6528
C 3.0428 0.7478 -4.4622
C 1.7782 0.9504 -3.9261
C 1.5690 0.6515 -2.5945
N 2.5266 0.1895 -1.7875
C 4.8717 1.1675 1.4940
C 5.9093 1.4308 2.3867
C 6.0784 0.6137 3.4873
C 5.2122 -0.4605 3.6491
C 4.1825 -0.6274 2.7491
N 3.9769 0.1797 1.6955
H 5.0297 0.0252 -4.0271
H 3.2480 0.9920 -5.4959
H 0.9730 1.3345 -4.5364
H 0.6018 0.7776 -2.1331
H 6.5789 2.2519 2.1778
H 6.8818 0.7928 4.1889
H 5.3343 -1.1590 4.4646
H 3.4880 -1.4423 2.8711
N 0.4463 -0.4614 0.0434
P -1.0776 -0.4511 -0.3899
N -1.1886 -1.1058 -1.9078
C -0.0988 -1.9482 -2.4506
C -0.6687 -3.1222 -3.2332
C -1.5160 -2.6289 -4.4158
C -2.3219 -1.3690 -4.0422
C -2.5043 -1.2848 -2.5326
N -1.9863 -1.2927 0.7187
C -1.4325 -2.5706 1.1871
C -2.2061 -3.0454 2.4086
C -3.6615 -3.3707 2.0251
C -4.1286 -2.5034 0.8438
C -3.4429 -1.1432 0.8714
N -1.9086 0.9910 -0.4639
C -1.8117 1.8791 -1.6234
C -3.0699 2.7357 -1.7241
C -3.2737 3.5417 -0.4422
C -3.3113 2.5992 0.7601
C -2.0500 1.7426 0.7923
H 0.5327 -2.2946 -1.6322
H 0.5389 -1.3531 -3.1156
H -1.2698 -3.7449 -2.5663
H 0.1533 -3.7417 -3.5916
H -2.1885 -3.4259 -4.7326
H -0.8635 -2.4080 -5.2615
H -3.2986 -1.3773 -4.5251
H -1.7985 -0.4704 -4.3796
H -2.9921 -2.1995 -2.1766
H -3.1440 -0.4449 -2.2579
H -0.3800 -2.4083 1.4088
H -1.4886 -3.3412 0.4043
H -2.1788 -2.2592 3.1680
H -1.7204 -3.9267 2.8312
H -4.3108 -3.2068 2.8856
H -3.7470 -4.4251 1.7612
H -5.2076 -2.3561 0.8816
H -3.9044 -3.0003 -0.1030
H -3.6608 -0.6562 1.8299
H -3.8267 -0.4967 0.0846
H -1.6787 1.2847 -2.5276
H -0.9436 2.5458 -1.5131
H -3.9352 2.0886 -1.8888
H -2.9780 3.3944 -2.5896
H -4.2010 4.1113 -0.5044
H -2.4559 4.2605 -0.3224
H -4.1921 1.9558 0.6968
H -3.3788 3.1600 1.6945
H -2.0670 1.0433 1.6289
H -1.1823 2.4038 0.9227